# C15H25MoN4S3

C15H25MoN4S3 as an isolated structure (ωB97M-V/def2-TZVPD, the OMol25 dataset).

Element x y z (Å)
Mo 0.196 -0.422 -0.203
S 2.127 -1.348 -0.447
S -1.092 -1.965 -1.408
S 0.363 -0.742 1.944
N -3.701 -2.063 -1.705
N 1.162 4.109 -1.320
N 0.716 1.709 -0.653
N -2.923 -2.367 0.495
C -0.192 4.034 -0.687
C -2.761 -2.120 -0.790
C 1.910 2.221 0.078
C -4.099 -2.926 1.185
C 1.814 -1.747 2.213
C 3.268 -3.051 3.586
C -0.460 2.558 -0.310
C 4.073 -3.317 2.492
C -5.164 -2.105 -1.550
C 0.971 1.787 -2.117
C 2.216 3.677 -0.346
C 3.756 -2.798 1.235
C 1.209 3.252 -2.549
C 2.625 -2.011 1.117
C 2.123 -2.260 3.456
H -5.464 -1.631 -0.623
H 1.345 5.078 -1.591
H 0.446 3.606 -3.238
H -1.330 2.182 -0.851
H -5.534 -3.127 -1.590
H -3.373 -1.976 -2.656
H -4.631 -3.615 0.538
H 4.382 -3.005 0.376
H -2.072 -2.354 1.036
H -0.922 4.412 -1.400
H 0.113 1.369 -2.647
H -3.739 -3.482 2.046
H 2.197 4.360 0.501
H -5.597 -1.550 -2.378
H 1.498 -2.052 4.316
H 3.183 3.765 -0.837
H -4.767 -2.140 1.533
H 3.526 -3.456 4.555
H 4.957 -3.929 2.608
H 2.754 1.572 -0.146
H 2.183 3.381 -3.018
H 1.715 2.159 1.147
H 1.842 1.171 -2.341
H -0.195 4.685 0.185
H -0.653 2.470 0.759

The lowest unoccupied orbital energy (alpha / beta) comes out at -10.66 / -10.66 eV. Its total charge is +3. The HOMO energy (alpha / beta) is -17.098 / -17.098 eV. The gap between HOMO and LUMO (alpha / beta) comes out at 6.4 / 6.4 eV. The relative energy (zero: lowest compared OMol25 entry of this formula, charge and spin) is 0.2464 eV.